[1]
Computed, not measured: the ion C26H41BrNO4 with charge +1 at a distorted geometry, with ωB97M-V/def2-TZVPD.

Calculated values
Total energy in eV: -107342.482
Net charge: +1
Relative energy (zero: lowest compared OMol25 entry of this formula, charge and spin) in kJ/mol: 0.00
E_HOMO in Ha: -0.4097
SMILES: COc1cc(Br)c(C[N+]2(CCOCC[C@H]3CC[C@H]4C[C@@H]3C4(C)C)CCOCC2)cc1OC

Geometry as XYZ:
```
73
Properties=species:S:1:pos:R:3:forces:R:3
C 2.92906 4.53765 -3.34399 -0.03 0.28 -0.23
O 3.04708 3.47130 -2.42463 0.02 -0.35 0.24
C 2.44164 2.30834 -2.68723 -0.04 -0.26 0.15
C 1.65001 2.04346 -3.79229 0.07 0.18 0.00
C 1.06529 0.79471 -3.96095 -0.13 -0.36 -0.04
Br -0.01115 0.55214 -5.52855 0.20 0.11 0.21
C 1.24080 -0.22591 -3.03650 -0.07 0.16 -0.38
C 0.66498 -1.59892 -3.23198 0.63 0.26 -0.40
N -0.57927 -1.94879 -2.45123 0.12 -0.06 -0.12
C -1.70658 -1.02305 -2.77735 -0.65 0.77 0.10
C -1.69793 0.36228 -2.13220 0.16 0.15 -0.04
O -2.04331 0.26224 -0.77452 -0.11 -0.30 0.05
C -2.15474 1.52677 -0.13527 -0.09 0.30 0.25
C -2.38334 1.31354 1.35599 0.32 -0.29 -0.39
C -1.22326 0.58661 2.04983 -0.27 0.17 0.02
C 0.08951 1.39383 1.94957 0.07 -0.20 -0.05
C 1.03134 1.24115 3.16145 0.00 0.01 0.05
C 0.25823 0.84460 4.41391 0.31 0.06 0.05
C -1.12074 1.52018 4.37155 -0.13 0.19 0.19
C -1.56834 0.32399 3.51722 -0.12 -0.18 -0.24
C -0.46055 -0.50990 4.20751 0.05 -0.37 0.06
C 0.24680 -1.61226 3.42623 -0.14 0.29 0.12
C -0.93806 -1.11863 5.52415 0.04 0.20 -0.17
C -0.96275 -3.32871 -2.88382 -0.38 -0.89 0.07
C -2.02565 -3.97370 -1.98406 0.02 0.12 -0.19
O -1.61523 -3.97712 -0.64561 0.08 -0.21 0.04
C -1.38598 -2.66785 -0.18847 0.08 0.26 -0.05
C -0.27210 -1.99571 -0.99630 -0.10 -0.17 1.03
C 2.07191 0.03577 -1.93795 0.14 0.20 0.09
C 2.66396 1.26947 -1.73911 -0.07 0.09 -0.07
O 3.46375 1.59640 -0.71027 -0.08 0.26 -0.26
C 3.82632 0.60981 0.22939 0.08 -0.19 0.18
H 3.51867 5.34930 -2.92329 -0.06 -0.05 -0.07
H 3.33318 4.26646 -4.32314 -0.02 -0.02 0.04
H 1.88975 4.86183 -3.44922 0.03 -0.04 0.01
H 1.48554 2.80082 -4.54074 0.00 0.09 -0.04
H 1.42489 -2.33471 -2.95696 -0.23 -0.06 0.05
H 0.42248 -1.73751 -4.28796 -0.07 -0.10 0.18
H -1.72529 -0.90318 -3.86108 0.07 -0.13 0.08
H -2.63570 -1.49770 -2.46197 0.13 -0.07 -0.08
H -0.73086 0.86997 -2.23850 -0.20 -0.05 -0.02
H -2.44846 0.96272 -2.67012 0.10 -0.12 -0.04
H -2.99562 2.08210 -0.57313 0.09 -0.03 -0.01
H -1.23668 2.10415 -0.31233 -0.04 -0.01 0.00
H -2.54580 2.28700 1.81907 -0.04 0.09 0.06
H -3.29298 0.72394 1.47979 -0.12 0.04 0.03
H -1.11243 -0.37701 1.54523 0.03 -0.04 0.02
H -0.16994 2.44906 1.85439 -0.01 0.05 -0.07
H 0.62435 1.12367 1.03453 0.01 0.10 -0.10
H 1.80971 0.50073 2.96874 0.07 0.01 -0.02
H 1.53598 2.19357 3.33474 0.06 -0.01 -0.01
H 0.86626 0.95559 5.31138 0.03 -0.01 0.06
H -1.60990 1.55808 5.33962 -0.02 0.00 0.03
H -1.17146 2.50525 3.91703 -0.04 0.17 -0.02
H -2.59343 -0.03217 3.62494 -0.09 -0.05 -0.01
H -0.43981 -2.44183 3.26360 -0.05 -0.15 -0.04
H 0.62260 -1.28076 2.46328 0.10 0.01 -0.19
H 1.08835 -1.98240 4.00835 0.12 -0.10 0.02
H -0.09027 -1.50862 6.08352 0.08 -0.06 0.10
H -1.62525 -1.93987 5.32943 -0.08 -0.10 0.01
H -1.44811 -0.39329 6.14893 -0.08 0.06 0.13
H -1.31551 -3.29407 -3.91523 0.09 0.14 0.00
H -0.06684 -3.95151 -2.83505 0.02 0.17 -0.03
H -2.14330 -5.01914 -2.27637 0.00 0.15 -0.12
H -3.00077 -3.47692 -2.08833 0.07 -0.08 0.00
H -1.06326 -2.76174 0.84969 0.03 0.18 -0.09
H -2.30177 -2.06508 -0.21951 0.07 -0.08 0.04
H -0.11617 -0.98311 -0.63085 0.07 -0.05 -0.10
H 0.63910 -2.58528 -0.87197 -0.01 0.05 -0.15
H 2.27253 -0.76118 -1.24089 0.05 -0.08 0.13
H 4.49397 1.10820 0.92882 -0.05 -0.08 -0.02
H 4.35548 -0.22116 -0.24628 -0.03 0.02 -0.01
H 2.95505 0.23214 0.77329 -0.02 0.00 -0.02
```
Positions in Å, forces in eV/Å.

***

[2]
Computed, not measured: a structure of composition C26H41ClO2P2PtSb, with ωB97M-V/def2-TZVPD.

Calculated values
Total energy in eV: -72578.651
Net charge: +3
<S²>: 6.02
Spin multiplicity: 5
Relative energy (zero: lowest compared OMol25 entry of this formula, charge and spin) in kJ/mol: 25.90
E_HOMO (spin up / spin down) in Ha: -0.5779 / -0.5777

Geometry as XYZ:
```
74
Properties=species:S:1:pos:R:3:forces:R:3
Pt 0.21490 0.68559 0.84957 -0.01 -0.03 0.43
C 2.56752 -1.08442 -1.29054 -0.18 0.07 -0.04
P 2.23523 -0.39056 0.33928 0.00 -0.19 0.06
C 3.63909 0.67942 0.74265 -0.14 0.17 -0.08
C 2.27545 -1.73420 1.54578 -0.05 0.03 -0.01
C 3.19328 -2.76728 1.36648 0.00 0.02 -0.01
C 3.31909 -3.76456 2.32242 0.01 0.02 0.00
C 2.52452 -3.74026 3.45960 0.00 -0.04 -0.01
C 1.59392 -2.72691 3.63744 0.01 0.01 -0.01
C 1.46104 -1.71672 2.68776 -0.01 0.05 0.00
P 0.20699 -0.43692 2.97523 0.14 -0.14 -0.03
C 0.64996 0.40244 4.50968 -0.02 0.17 -0.12
C -1.34371 -1.30361 3.27090 -0.10 0.08 -0.04
H 3.61527 -1.38288 -1.34926 0.00 -0.03 0.00
H 2.37844 -0.33797 -2.06178 0.04 0.01 0.01
H 1.92575 -1.94757 -1.46447 0.00 0.00 -0.01
H 4.53475 0.05682 0.79673 0.00 0.00 0.01
H 3.48913 1.16834 1.70532 0.03 -0.03 0.02
H 3.77508 1.43443 -0.03285 0.02 -0.01 0.00
H 3.82108 -2.80178 0.48471 0.01 -0.01 0.02
H 4.04339 -4.55511 2.17931 -0.02 -0.01 0.00
H 2.62333 -4.51554 4.20777 0.00 0.01 -0.01
H 0.97547 -2.73454 4.52706 0.01 -0.01 0.00
H 0.78177 -0.34914 5.29030 0.00 0.01 0.01
H -0.14432 1.08771 4.80601 0.00 -0.01 0.00
H 1.57919 0.95785 4.38902 0.02 -0.03 0.03
H -1.21181 -2.01137 4.09113 0.02 0.01 0.00
H -1.65025 -1.83469 2.37178 0.01 -0.02 0.01
H -2.11981 -0.58930 3.54730 0.01 0.00 0.00
C -0.01276 6.28566 0.38358 -0.04 -0.04 -0.06
C 0.51072 4.94957 0.77280 0.28 0.34 0.20
C 1.88997 4.58032 0.33405 -0.10 -0.09 -0.09
Sb -0.84811 3.02867 -0.24534 -0.22 -0.41 -0.65
C 0.24374 2.97706 -2.18253 -0.28 0.04 0.31
C -0.04077 1.65817 -2.87772 0.08 0.03 -0.07
C -0.13486 4.20192 -3.00088 0.09 0.03 -0.06
C -2.92664 4.05052 0.01518 -0.20 0.21 0.30
C -3.13260 4.42895 1.45654 0.07 0.02 0.00
C -3.08174 5.13302 -1.01553 0.13 -0.02 -0.05
H 0.63756 7.03532 0.86110 0.00 -0.02 0.01
H -1.01827 6.48054 0.74466 -0.01 0.02 0.02
H 0.04631 6.47862 -0.68799 0.03 0.01 0.01
H 0.25939 4.64048 1.79007 -0.13 -0.13 -0.08
H 2.09297 4.87153 -0.69648 0.01 0.00 0.01
H 2.11896 3.51996 0.47821 0.03 0.01 0.02
H 2.59413 5.13746 0.96847 -0.02 -0.01 0.02
H 1.27795 3.02635 -1.84297 0.02 0.03 -0.03
H -1.07243 1.58832 -3.21569 0.00 0.01 -0.01
H 0.17077 0.79355 -2.24549 0.01 -0.01 -0.01
H 0.60235 1.59970 -3.76079 -0.01 0.01 0.02
H -1.16023 4.14402 -3.36492 0.01 -0.01 0.00
H 0.51890 4.24315 -3.87691 -0.03 -0.02 0.00
H -0.00013 5.14101 -2.46427 -0.01 0.00 0.00
H -3.48860 3.16091 -0.26404 0.16 -0.11 0.01
H -2.51442 5.26657 1.77616 0.00 0.01 -0.01
H -2.98121 3.59033 2.13555 -0.03 -0.01 0.01
H -4.17568 4.74786 1.56090 0.01 0.00 -0.01
H -2.50079 6.02953 -0.81525 0.02 0.00 0.02
H -4.14046 5.42464 -0.97635 0.01 -0.02 0.01
H -2.89368 4.78596 -2.03018 -0.04 0.01 -0.01
Cl -8.17023 -1.35574 -0.44521 -0.01 0.01 0.00
C -6.52772 -0.87504 -0.41043 0.01 -0.02 0.01
C -5.80014 -0.82595 -1.59439 0.04 -0.02 -0.10
C -4.47768 -0.42476 -1.57067 -0.05 0.20 -0.05
C -3.88506 -0.08266 -0.35838 0.10 -0.03 -0.01
C -4.60570 -0.16674 0.83136 0.02 -0.13 0.02
C -5.93456 -0.54836 0.80349 0.03 0.02 0.10
C -2.50049 0.42964 -0.30960 -0.35 -0.41 -0.12
O -2.21779 1.47259 -0.98600 0.50 0.04 0.24
O -1.66846 -0.18832 0.43042 0.14 0.34 -0.10
H -6.27770 -1.09356 -2.52669 0.01 -0.03 0.01
H -3.90536 -0.38458 -2.48896 -0.05 0.03 -0.02
H -4.12937 0.06855 1.77590 -0.04 0.02 0.00
H -6.51461 -0.60070 1.71438 0.00 -0.01 -0.01
```
Positions in Å, forces in eV/Å.

***

[3]
Computed, not measured: a structure of composition C26H42BrCl3N5O4PS at a distorted geometry, with ωB97M-V/def2-TZVPD.

Calculated values
Total energy in eV: -171005.121
Net charge: 0
Relative energy (zero: lowest compared OMol25 entry of this formula, charge and spin) in kJ/mol: 504.75
E_HOMO in Ha: -0.1797

Geometry as XYZ:
```
83
Properties=species:S:1:pos:R:3:forces:R:3
C 0.29215 -2.01886 -3.98576 1.43 0.08 -0.39
C 0.20966 -0.96362 -3.39316 -1.14 0.84 0.42
C -0.19159 0.37579 -2.73736 -0.51 -0.27 -2.40
N -0.43301 0.37378 -1.28699 -0.45 -2.66 -0.53
C -1.36157 -0.45260 -0.64602 3.43 1.33 2.71
N -2.50904 -1.00241 -0.98627 -0.11 0.05 -0.80
C -3.10284 -0.73087 -2.32316 -1.67 -0.28 -1.19
C -3.91744 0.63188 -2.45888 0.25 0.23 -1.75
C -4.18846 0.80465 -4.04871 0.65 -0.43 0.58
C -3.18256 1.93862 -1.98607 -1.15 0.36 1.01
C -3.29459 -1.91048 -0.10496 -0.59 0.24 1.26
Cl -3.34708 -3.62244 -0.78546 -0.02 1.38 0.23
C -4.79139 -1.38640 0.13809 -0.16 -1.49 0.27
C -5.54604 -2.29594 1.22121 -0.19 0.87 -0.39
Cl -4.84339 0.31801 0.79265 0.20 -0.84 -0.72
N -0.81418 -0.65103 0.70825 -1.79 0.40 -0.17
Cl -1.74813 0.11161 1.98078 -0.22 -0.35 -0.38
C 0.62975 -0.28360 0.82783 0.76 0.37 -0.63
C 1.21698 0.40420 2.12530 0.51 -0.08 0.69
C 1.38004 -0.52154 3.40068 -0.85 -0.02 1.17
N 2.75839 -1.02919 3.61771 -2.20 3.64 4.45
C 2.82599 -2.12819 4.64872 0.76 -2.14 -0.47
C 3.09204 -3.57256 3.90847 -1.12 -0.85 0.87
C 3.69870 0.03458 3.99688 1.10 -0.05 0.05
C 3.31626 1.50966 4.38736 -0.45 0.73 -1.03
O 4.89707 -0.21433 3.97482 -1.63 0.89 1.28
C 1.38422 -1.66651 0.72919 0.42 -0.37 -0.52
C 1.33461 -2.45063 -0.62544 -0.55 -0.56 -1.25
C 2.59297 -2.61027 -1.59725 -0.13 -0.35 2.07
N 0.28121 -3.09913 -1.02392 0.95 0.94 0.90
C 0.69044 0.77668 -0.37407 -0.38 0.60 0.55
C 0.24038 2.27672 0.00510 0.26 -0.54 0.51
C 0.16830 3.27356 -1.19985 -2.03 0.94 0.39
O -0.84523 3.92866 -1.32694 1.30 -1.12 0.13
O 1.19598 3.52880 -2.14781 0.15 0.94 0.85
C 1.74127 4.80216 -1.75775 0.37 1.15 1.31
C 2.29393 5.84526 -2.78831 -0.81 -0.67 -0.10
O 1.72822 5.08322 -0.58261 -0.16 -0.39 -1.46
P 2.48529 0.87015 -0.95659 2.59 0.91 -0.05
S 3.48972 2.39134 -0.20516 -0.50 -0.42 0.09
H 0.75389 -2.87502 -4.53977 -1.12 1.14 0.95
H -1.14925 0.73399 -3.23675 1.24 -0.56 0.53
H 0.57443 1.14506 -3.07069 -0.87 -0.82 1.00
H -2.38685 -0.90716 -3.18739 -0.50 0.37 1.45
H -3.89610 -1.52956 -2.50163 1.21 0.78 0.39
H -4.94728 0.50215 -2.01019 1.45 0.28 -0.02
H -3.92983 -0.16537 -4.56636 -0.56 0.98 0.33
H -3.45212 1.57352 -4.43154 -1.10 -0.75 0.21
H -5.25736 1.08710 -4.26582 1.28 -0.19 0.15
H -3.97330 2.75688 -1.92897 0.99 -0.93 -0.12
H -2.40139 2.33511 -2.69653 -0.72 -0.72 0.86
H -2.79724 1.85284 -0.91943 -0.26 0.14 -1.39
H -2.84622 -2.04169 0.91171 0.02 0.39 -1.20
H -5.33460 -1.46113 -0.84403 0.40 0.49 1.05
H -4.87852 -2.53210 2.09864 -0.61 0.04 -1.07
H -6.39712 -1.66882 1.62763 0.95 -0.81 -0.54
H -5.99214 -3.20018 0.72530 0.73 0.73 0.65
H 0.70131 1.34512 2.45865 0.20 -0.98 -0.64
H 2.27718 0.72740 1.84752 -1.29 -0.42 0.07
H 1.09266 0.07890 4.32667 -0.13 -0.52 -1.18
H 0.64942 -1.39159 3.38535 1.01 0.93 -0.10
H 1.89454 -2.16492 5.29598 0.82 0.15 -0.95
H 3.69216 -2.00845 5.37050 -0.96 0.39 -1.14
H 2.08896 -4.09578 3.80757 1.01 0.23 0.34
H 3.81528 -4.19071 4.52224 -1.03 0.59 -0.42
H 3.60056 -3.44499 2.81820 -1.90 -1.36 3.10
H 3.58188 1.79466 5.44349 -0.19 -0.79 -1.00
H 3.93943 2.18911 3.71979 -0.70 -0.92 0.78
H 2.24347 1.80152 4.21110 1.00 -0.32 0.28
H 0.89962 -2.35887 1.49191 0.49 1.01 -0.88
H 2.46605 -1.54970 1.09076 -1.05 -0.21 -0.46
H 2.50665 -3.63682 -2.05401 -0.05 1.33 0.13
H 2.67439 -1.77742 -2.34472 -0.06 -0.95 0.65
H 3.49240 -2.64592 -0.90063 -0.78 0.29 -0.98
H -0.48259 -2.98938 -0.34099 0.32 -0.17 -0.04
H 0.84986 2.73461 0.83494 -0.24 -0.40 -1.22
H -0.81652 2.19933 0.41567 1.24 0.20 -0.74
H 2.03256 6.87581 -2.39440 0.43 -1.43 -0.20
H 3.40998 5.72118 -2.83889 -1.16 0.12 -0.19
H 1.76542 5.73754 -3.77452 0.91 -0.08 0.80
H 2.64347 0.98490 -2.38102 -0.76 -0.58 0.54
H 3.28076 -0.27432 -0.58396 -1.17 0.09 -0.27
Br 4.26308 -1.99555 2.17522 5.16 0.26 -7.06
```
Positions in Å, forces in eV/Å.

***

Q: The highest relative energy (zero: lowest compared OMol25 entry of this formula, charge and spin) belongs to which entry?
A: C26H42BrCl3N5O4PS

***

Q: Which of these has the lowest net charge?
A: C26H42BrCl3N5O4PS